(1)
The following is a DFT calculation (ωB97M-V/def2-TZVPD) of a cluster of 2 separate species, C9H9OP in total in a non-equilibrium geometry.

Properties
* HOMO (spin up / spin down): -0.2693 / -0.2689 Eh
* ΔE to the lowest compared entry with this formula, charge and spin: 3.495 eV
* LUMO (spin up / spin down): -0.289 / -0.358 eV

XYZ file:
```
20
Properties=species:S:1:pos:R:3:forces:R:3:mulliken_charge:R:1
C -3.042 -0.152 0.351 2.5630 0.4136 0.1800 -0.564
C -2.566 1.172 0.286 -2.8527 -0.4363 0.9128 -0.524
C -2.042 -1.156 0.433 -2.1812 -1.4803 0.2835 -0.475
C -1.285 1.461 0.514 2.7973 1.5818 -1.3010 -0.451
C -0.707 -0.856 0.494 2.9607 -0.6991 -0.1012 -0.307
C -0.287 0.478 0.612 -2.8609 -0.6062 -0.5102 1.116
C 1.015 0.865 0.758 4.5371 -0.6962 -0.4353 -0.426
C 2.670 -0.653 -0.411 -3.4216 1.6808 -0.3541 0.481
C 2.108 -1.077 -1.738 -1.5121 -2.1869 1.0715 -0.804
O 3.661 -0.573 0.141 2.0767 -0.2880 0.7695 -0.324
P 1.788 2.033 1.651 1.0830 -0.8934 -0.9368 -0.125
H -4.082 -0.331 0.410 -0.8105 -0.4930 -0.2102 0.433
H -3.228 2.040 0.304 -0.2538 -0.4712 -0.4665 0.329
H -2.366 -2.236 0.531 0.3984 1.3268 -0.3762 0.279
H -0.919 2.496 0.308 -0.4350 -0.7614 0.8088 0.251
H 0.210 -1.607 0.427 -2.5027 1.1752 0.4738 0.277
H 2.629 -1.914 -2.243 0.0663 0.1232 0.7460 0.352
H 0.998 -1.413 -1.557 2.0806 1.1948 -0.7555 0.252
H 2.294 -0.254 -2.385 -0.6141 1.0401 -0.4542 0.264
H 3.154 1.675 1.114 -1.1187 0.4758 0.6553 -0.034
```
Positions in Å, forces in eV/Å.


(2)
The following is a DFT calculation (ωB97M-V/def2-TZVPD) of a structure of composition C15H31ClO4P2Re in a non-equilibrium geometry.

Properties
* net charge: +2
* HOMO (spin up / spin down): -0.5088 / -0.5366 Eh
* 2S+1: 4
* ΔE to the lowest compared entry with this formula, charge and spin: 5.518 eV
* <S²>: 4.13
* LUMO (spin up / spin down): -7.388 / -8.527 eV

XYZ file:
```
54
Properties=species:S:1:pos:R:3:forces:R:3:mulliken_charge:R:1
P -1.558 0.451 -5.430 -1.6598 1.0575 -2.2215 0.743
P -3.901 -0.646 -2.438 0.9310 0.8250 -2.0157 0.691
C -2.865 -0.829 -5.135 -0.3123 -0.1586 0.3914 -0.785
C -4.108 -0.367 -4.244 0.4674 -0.3466 -0.8688 -1.184
H -2.347 -1.714 -4.700 -0.5105 0.5093 -0.3677 0.278
H -3.253 -1.097 -6.141 0.2807 -0.0110 0.5735 0.686
H -4.457 0.663 -4.510 0.2331 -0.9735 0.3404 0.536
H -4.950 -1.072 -4.475 0.5935 0.6391 0.0730 0.702
C -3.529 -2.398 -2.368 -0.5045 -0.4366 -0.0832 -1.864
H -3.264 -2.665 -1.347 -0.1165 -0.3658 -0.0544 0.595
H -2.721 -2.661 -3.050 0.0258 -0.0159 0.2935 0.540
H -4.426 -2.935 -2.698 0.0732 -0.0160 0.2317 0.517
C -5.573 -0.557 -1.837 -0.5109 0.2558 0.6606 -1.355
H -6.144 -1.313 -2.375 0.0577 -0.1473 -0.0263 0.533
H -6.052 0.407 -1.991 0.2063 0.1506 -0.0361 0.423
H -5.608 -0.793 -0.779 -0.0680 -0.0645 0.2441 0.450
C -0.099 -0.408 -5.963 0.3081 -0.1448 -0.4996 -1.165
H 0.804 0.179 -5.776 -0.1175 -0.0523 -0.1130 0.379
H -0.225 -0.567 -7.039 0.2787 -0.1599 0.0210 0.457
H -0.021 -1.369 -5.449 0.0207 0.0228 -0.0210 0.462
C -2.455 1.425 -6.700 0.6758 -0.3215 -0.7141 -1.262
H -3.473 1.699 -6.361 0.5503 -0.3608 -0.1315 0.398
H -2.481 0.763 -7.591 -0.3561 0.5476 0.3049 0.512
H -1.925 2.350 -6.961 -0.0781 -0.3106 0.0501 0.417
Re -0.291 -2.119 -1.538 -2.6522 -5.0579 0.4247 1.400
C -3.147 1.103 -1.552 0.5466 1.9160 1.0520 -0.879
C -2.142 0.166 -1.893 -1.0885 -4.0694 0.6973 1.348
C -1.233 0.522 -2.991 0.0167 -1.0971 0.9847 1.202
C -0.242 1.695 -2.999 -0.1955 -0.1230 -0.2858 -1.024
C -0.671 2.411 -4.288 1.6339 0.9989 -0.5537 -0.557
C -1.741 3.253 -4.304 -1.4161 0.8516 -0.2995 -0.615
C -2.955 2.989 -3.432 -0.2475 1.0897 -0.2620 0.102
C -2.852 2.540 -1.976 -1.2608 0.6429 1.4191 -1.528
C 0.708 -1.062 -0.214 1.2969 0.9822 0.7050 -1.115
H -3.531 1.058 -0.535 -0.3673 -0.2396 -0.0825 0.668
H -1.973 -1.011 -1.337 0.6777 2.5359 -0.4596 -0.498
H -2.017 0.768 -3.755 0.6189 0.1562 1.3776 -1.872
H -0.657 -0.355 -3.335 -0.4311 -0.0894 -0.0608 0.439
H -0.289 2.306 -2.082 -0.0943 -0.0953 -0.7588 0.460
H 0.817 1.368 -3.039 -0.6938 -0.0738 -0.2607 0.373
H 0.078 2.565 -5.075 0.1011 0.2636 0.5144 0.675
H -1.890 4.131 -5.038 0.4939 -1.8762 0.9405 0.401
H -3.632 2.273 -3.917 0.2116 0.1522 -0.3722 -0.137
H -3.552 3.920 -3.428 0.2964 -0.3728 -0.0404 0.584
H -1.918 2.834 -1.474 -0.4347 0.0232 -0.2093 0.427
H -3.637 3.110 -1.465 0.2844 0.0958 -0.0040 0.561
H 0.190 -1.084 0.744 -0.2368 0.2991 -0.0453 0.146
H 1.013 -0.063 -0.489 0.2218 0.3998 0.0903 0.355
H 1.569 -1.702 -0.099 0.9282 0.1052 0.4418 0.494
O 1.500 -3.522 2.281 -0.5504 0.7142 0.3033 -0.357
Cl 0.121 -3.013 2.428 -0.2316 -0.1423 0.4808 0.748
O -1.059 -3.356 -0.616 1.0349 1.7150 -1.1055 -0.551
O -0.202 -1.863 3.317 0.7352 -0.7574 -0.6806 -0.394
O 0.198 -2.551 -3.113 0.3342 0.9308 0.0180 -0.561
```
Positions in Å, forces in eV/Å.


(3)
The following is a DFT calculation (ωB97M-V/def2-TZVPD) of a cluster of 2 separate species, CH4FNO2 in total in a non-equilibrium geometry.

Properties
* HOMO (spin up / spin down): -0.4119 / -0.4033 Eh
* 2S+1: 3
* ΔE to the lowest compared entry with this formula, charge and spin: 0.000 eV
* <S²>: 2.01
* LUMO (spin up / spin down): 0.668 / -4.526 eV

XYZ file:
```
9
Properties=species:S:1:pos:R:3:forces:R:3:mulliken_charge:R:1
C 0.590 0.126 0.339 2.1350 1.4877 1.1587 0.337
N -0.388 -0.709 0.922 -0.5612 0.0521 -0.6192 -0.300
O 0.893 -0.171 -0.976 -1.9000 -2.2123 -1.3083 -0.480
O 0.207 1.441 0.502 -2.1673 1.4557 -2.4986 -0.498
F -2.031 -0.090 -0.503 0.0132 -0.0039 0.2693 -0.240
H 1.605 0.132 0.829 -1.0067 -0.6298 0.3759 0.221
H -0.585 -1.563 0.427 0.2631 -0.8486 0.1997 0.279
H 0.189 -0.827 -1.278 1.3502 1.4632 0.0235 0.333
H -0.480 1.662 -0.260 1.8736 -0.7639 2.3988 0.347
```
Positions in Å, forces in eV/Å.


no.,calculated total energy (a.u.)
1,-764.75660
2,-2111.14954
3,-345.39171